No. 1
94
Properties=species:S:1:pos:R:3:lowdin_charge:R:1 method="wB97M-V/def2-TZVPD" homo_lumo_gap_ev=6.56 lumo_energy_ev=-1.30 de_lowest_kcal_mol=4.47 multiplicity=1 homo_ev=-7.9 total_charge=0
Rh -0.61855 -0.40810 0.45690 1.284
C -3.00536 2.70590 -1.20932 -0.028
C -1.70897 3.28847 -0.74592 -0.194
C -1.25349 4.47322 -1.30055 -0.054
C -0.06974 5.05566 -0.88406 -0.087
C 0.67869 4.44532 0.10555 -0.059
C 0.25312 3.26766 0.69911 -0.202
C 1.05662 2.70629 1.83209 -0.046
C -0.95073 2.67302 0.27417 -0.190
N -1.40780 1.49345 0.86644 0.005
C -2.60645 1.48754 1.48396 -0.514
O -3.26088 2.47970 1.78484 0.055
C -3.05051 0.10336 1.84180 -0.170
C -4.21846 -0.18270 2.53155 0.023
C -4.51400 -1.50499 2.83257 -0.021
C -3.62094 -2.49914 2.45042 0.030
C -2.46596 -2.13925 1.77186 -0.144
N -2.20753 -0.86301 1.46758 -0.007
C -1.38177 -3.09060 1.36802 -0.477
O -1.42893 -4.28970 1.60126 0.063
N -0.38528 -2.45243 0.72007 -0.007
C 0.83004 -3.05987 0.42450 -0.208
C 1.72131 -3.39524 1.46534 -0.200
C 1.28582 -3.28151 2.88894 -0.043
C 2.98939 -3.84497 1.14432 -0.057
C 3.37560 -4.01168 -0.17410 -0.087
C 2.46926 -3.77504 -1.19120 -0.056
C 1.18961 -3.32532 -0.91411 -0.206
C 0.16423 -3.25412 -1.99657 -0.025
H -3.29626 3.12468 -2.17164 0.084
H -3.78885 2.93188 -0.48163 0.084
H -2.93511 1.62320 -1.29764 0.048
H -1.83518 4.95117 -2.07665 0.106
H 0.25826 5.99167 -1.31075 0.097
H 1.60928 4.89051 0.43179 0.108
H 2.12050 2.81855 1.63170 0.081
H 0.82893 1.65432 1.98160 0.023
H 0.82630 3.24566 2.75325 0.090
H -4.86174 0.63233 2.82056 0.124
H -5.41858 -1.75448 3.36623 0.113
H -3.79593 -3.54139 2.66706 0.124
H 0.74784 -2.34717 3.04514 0.044
H 2.13887 -3.34838 3.56202 0.077
H 0.60030 -4.09702 3.12426 0.087
H 3.68719 -4.07030 1.93888 0.105
H 4.36431 -4.37464 -0.40885 0.097
H 2.75615 -3.95603 -2.21675 0.105
H 0.63011 -3.32590 -2.97620 0.071
H -0.41759 -2.33852 -1.93979 0.039
H -0.52876 -4.08965 -1.88289 0.098
N 2.67462 0.79815 -9.25791 0.167
C 2.24584 0.72082 -8.19612 -0.193
C 1.72225 0.61655 -6.89145 -0.229
C 1.73172 1.72604 -6.04165 -0.007
C 1.26044 1.61415 -4.75207 -0.012
C 0.74952 0.40182 -4.27943 -0.176
C 0.72342 -0.69514 -5.14804 -0.005
C 1.21523 -0.60252 -6.43100 -0.003
C 0.27059 0.24497 -2.90008 -0.012
C 1.21139 0.39180 -1.85070 -0.227
C 2.56915 0.76616 -2.01690 0.002
C 3.18406 0.65042 -0.77530 -0.052
C 2.20730 0.21056 0.10485 -0.120
N 1.01032 0.07537 -0.52846 -0.075
C -1.08215 -0.13207 -2.72259 -0.277
C -2.07923 -0.18826 -3.73597 -0.004
C -3.25319 -0.58823 -3.12429 -0.063
C -2.95476 -0.76584 -1.77186 -0.131
N -1.65459 -0.48713 -1.53505 0.008
H 2.10645 2.66939 -6.41438 0.124
H 1.25894 2.47512 -4.09877 0.129
H 0.33822 -1.63803 -4.79136 0.116
H 1.21539 -1.46388 -7.08373 0.124
H 3.02679 1.04676 -2.94416 0.104
H 4.21602 0.84582 -0.55580 0.098
H 2.31322 -0.04340 1.14570 0.107
H -1.92774 0.05172 -4.76945 0.111
H -4.21274 -0.72465 -3.58275 0.098
H -3.61879 -1.08779 -0.98790 0.111
C 1.24927 1.28836 6.10547 -0.048
N 1.21181 0.42839 4.94281 -0.133
C 2.47000 -0.17665 4.55351 -0.023
C 0.15013 0.34205 4.11471 -0.485
C -1.12142 1.03050 4.53475 0.042
O 0.21007 -0.30729 3.07035 -0.032
H 2.20598 1.15606 6.60644 0.088
H 0.45970 1.03363 6.81261 0.095
H 1.15534 2.33979 5.82262 0.096
H 3.00634 -0.50937 5.44274 0.093
H 3.08652 0.54116 4.00336 0.101
H 2.27188 -1.03318 3.91349 0.063
H -0.98408 1.81226 5.27011 0.072
H -1.80324 0.28231 4.93740 0.104
H -1.58440 1.46086 3.65111 0.069


No. 2
94
Properties=species:S:1:pos:R:3:lowdin_charge:R:1 method="wB97M-V/def2-TZVPD" homo_lumo_gap_ev=6.55 lumo_energy_ev=-1.22 de_lowest_kcal_mol=0.00 multiplicity=1 homo_ev=-7.8 total_charge=0
Rh -1.10156 0.36676 0.47037 1.273
C -3.01062 -2.26380 3.32058 -0.044
C -1.74852 -2.91169 2.81728 -0.216
C -1.58235 -4.28554 2.94576 -0.051
C -0.43179 -4.90709 2.49289 -0.085
C 0.56835 -4.15033 1.90811 -0.052
C 0.43778 -2.77328 1.75946 -0.200
C 1.54482 -1.98206 1.11528 -0.031
C -0.72434 -2.15396 2.22947 -0.207
N -0.86810 -0.73380 2.15449 -0.022
C -0.88134 -0.03636 3.32901 -0.495
O -0.69680 -0.48543 4.44583 0.074
C -1.23313 1.42027 3.12612 -0.178
C -1.53869 2.28891 4.14924 0.022
C -1.96216 3.57344 3.82163 -0.016
C -2.08703 3.93005 2.48460 0.024
C -1.77273 2.99443 1.52115 -0.152
N -1.32795 1.79108 1.85214 0.021
C -1.94005 3.20419 0.03917 -0.484
O -2.27903 4.29481 -0.39997 0.056
N -1.73070 2.06734 -0.66237 0.011
C -1.50490 2.15734 -2.06611 -0.189
C -0.49552 2.98597 -2.59102 -0.194
C 0.30842 3.92563 -1.73611 -0.037
C -0.25487 2.96073 -3.96189 -0.056
C -1.00292 2.16411 -4.81184 -0.108
C -2.02637 1.39236 -4.29166 -0.055
C -2.29566 1.38556 -2.92740 -0.207
C -3.49912 0.63802 -2.42046 -0.037
H -3.82626 -2.98577 3.35292 0.079
H -3.30807 -1.42030 2.69464 0.064
H -2.85533 -1.87334 4.32888 0.083
H -2.36529 -4.87248 3.41333 0.109
H -0.31673 -5.97899 2.59709 0.100
H 1.47934 -4.62946 1.56572 0.108
H 2.50987 -2.46480 1.27751 0.083
H 1.58484 -0.96422 1.49879 0.045
H 1.38247 -1.91975 0.03527 0.071
H -1.44941 1.93797 5.16831 0.126
H -2.21346 4.28085 4.60145 0.114
H -2.42975 4.90566 2.16816 0.125
H 0.58826 3.47168 -0.78615 0.056
H -0.28113 4.81453 -1.51006 0.082
H 1.21842 4.22901 -2.25418 0.082
H 0.53191 3.59084 -4.36345 0.110
H -0.80424 2.15864 -5.87771 0.103
H -2.64114 0.79237 -4.95499 0.114
H -4.39321 1.25571 -2.54632 0.092
H -3.41854 0.40425 -1.36585 0.043
H -3.64809 -0.28741 -2.97813 0.078
N 2.42121 -3.64586 -8.44730 0.157
C 2.08293 -3.20497 -7.44172 -0.179
C 1.64788 -2.65015 -6.18522 -0.226
C 1.39764 -3.48379 -5.09847 -0.011
C 0.94426 -2.94687 -3.90744 -0.013
C 0.72827 -1.57483 -3.77563 -0.147
C 1.02286 -0.74596 -4.85667 -0.011
C 1.47265 -1.27554 -6.05265 -0.006
C 0.20617 -1.02125 -2.50377 -0.031
C 0.90637 0.00076 -1.87409 -0.235
C 2.14504 0.56177 -2.28679 0.001
C 2.56133 1.40842 -1.28702 -0.048
C 1.58305 1.34964 -0.27466 -0.141
N 0.60864 0.53019 -0.61944 -0.016
C -0.91810 -1.60948 -1.92926 -0.253
C -1.74784 -2.63259 -2.45238 -0.016
C -2.74657 -2.84260 -1.52679 -0.055
C -2.50685 -1.93879 -0.47693 -0.141
N -1.42957 -1.20122 -0.72227 -0.064
H 1.56507 -4.54842 -5.18911 0.123
H 0.78627 -3.59092 -3.05247 0.126
H 0.85379 0.31884 -4.76342 0.101
H 1.67976 -0.62771 -6.89429 0.124
H 2.67436 0.31662 -3.19194 0.112
H 3.45577 2.01084 -1.27008 0.103
H 1.58441 1.81177 0.70025 0.096
H -1.63679 -3.11949 -3.40687 0.111
H -3.56147 -3.54576 -1.58667 0.100
H -3.07513 -1.80757 0.43318 0.104
C 4.08080 1.24421 5.16760 -0.051
N 3.02464 0.76229 4.29237 -0.136
C 2.67493 -0.64767 4.42432 -0.019
C 2.31676 1.56627 3.46897 -0.471
C 2.61946 3.04812 3.52426 0.013
O 1.46146 1.12590 2.70465 -0.011
H 4.74419 0.41207 5.39601 0.090
H 3.68458 1.63250 6.11069 0.096
H 4.67221 2.02176 4.69039 0.081
H 2.52261 -0.88852 5.47741 0.099
H 3.46830 -1.27962 4.01913 0.096
H 1.74957 -0.84326 3.89196 0.063
H 2.57506 3.42123 4.54836 0.086
H 1.88021 3.56916 2.92207 0.081
H 3.61221 3.25786 3.12274 0.087